Entry 1:
The following is a DFT calculation (ωB97M-V/def2-TZVPD) of a cluster of 2 separate species, CH6NO in total at a distorted geometry.

Structure (XYZ):
```
9
Properties=species:S:1:pos:R:3
O -1.7303 0.1328 1.0133
H -2.5406 0.6475 0.9193
C 0.8335 -0.7798 -0.6588
N 1.1868 0.6366 -0.3996
H -0.2264 -0.9234 -0.4191
H 1.0735 -0.9818 -1.6989
H 1.4015 -1.4027 0.0293
H 0.8811 0.8242 0.5511
H 0.5622 1.1976 -0.9662
```

Values from the calculation:
HOMO-LUMO gap   7.15 eV
Calculated total energy   -171.66209 hartree
Lowest unoccupied orbital energy   0.1767 Ha
Maximum force   1.12 eV/Å
Energy above the lowest of the compared OMol25 structures with the same formula, charge and spin   0.204 eV
Spin multiplicity   1
Charge   -1

Results of the Mulliken charge analysis, in e, for atoms 1 through 4:
1. O -1.107
2. H 0.127
3. C -0.647
4. N -0.709

Entry 2:
The following is a DFT calculation (ωB97M-V/def2-TZVPD) of a cluster of 2 separate species, CH6NO in total at a distorted geometry.

Structure (XYZ):
```
9
Properties=species:S:1:pos:R:3
O 0.0957 -1.0789 -1.7642
H -0.2881 -1.0305 -2.6568
C 0.6452 0.5237 1.1880
N -0.8037 0.5358 0.7400
H 1.4230 0.4613 0.4041
H 0.8666 1.3767 1.8053
H 0.9019 -0.3190 1.8542
H -0.9475 -0.2196 0.0366
H -0.9664 1.4697 0.3620
```

Values from the calculation:
HOMO-LUMO gap   6.91 eV
Calculated total energy   -171.65874 hartree
Lowest unoccupied orbital energy   0.1686 Ha
Maximum force   1.82 eV/Å
Energy above the lowest of the compared OMol25 structures with the same formula, charge and spin   0.295 eV
Spin multiplicity   1
Charge   -1

Results of the Mulliken charge analysis, in e, for atoms 1 through 4:
1. O -1.113
2. H 0.129
3. C -0.750
4. N -0.638